(1)
Computed, not measured: 5 unconnected molecules or ions with the total composition C2H15NO4 in a non-equilibrium geometry, with the ωB97M-V functional and the def2-TZVPD basis.

Cartesian coordinates (Å):
C1 1.8328 -0.2677 2.4583
C2 0.7214 -0.9982 1.6193
N1 0.5212 -0.2067 0.3522
H1 1.9906 0.8258 2.3313
H2 2.8130 -0.6873 2.5503
H3 1.4876 -0.2075 3.5334
H4 -0.2940 -1.0527 2.1487
H5 1.0733 -1.9740 1.2625
H6 1.0339 -0.6508 -0.5018
H7 1.2094 0.6035 0.3648
H8 2.5763 -1.3709 -1.5120
H9 3.1846 -2.7310 -1.8987
O1 3.2799 -1.9861 -1.3297
H10 -4.4039 0.3458 -2.4549
H11 -3.9352 0.0133 -1.1566
O2 -4.8192 0.2968 -1.5418
H12 -0.6676 2.2020 -3.0669
H13 -1.2669 1.8459 -1.8151
O3 -0.4468 1.6324 -2.3151
H14 -2.7522 1.3051 0.1881
H15 -1.1712 1.2372 0.4926
O4 -1.9670 1.8251 0.2912

## Properties
net charge = 0
highest occupied orbital energy = -10.003 eV

Results of the Löwdin charge analysis, in e, for atoms 1 through 4:
1 C -0.1148
2 C -0.2784
3 N -0.0683
4 H 0.0699

(2)
Computed, not measured: 6 unconnected molecules or ions with the total composition C2H15NO5 in a non-equilibrium geometry, with the ωB97M-V functional and the def2-TZVPD basis.

Cartesian coordinates (Å):
C1 -2.0417 1.5213 1.0291
C2 -1.4978 -0.3164 2.6801
N1 -1.2127 0.5690 1.8523
H1 -3.0578 1.5839 1.6532
H2 -2.4312 0.8901 0.0769
H3 -1.3501 2.3605 0.8968
H4 -0.9134 -1.0028 3.1703
H5 -2.4990 -0.7212 3.0994
H6 0.3272 -2.5159 -2.1957
H7 -0.8690 -3.5221 -1.7514
O1 -0.4009 -3.0363 -2.4304
H8 2.0785 1.5297 -0.4672
H9 2.1513 3.0222 -0.2817
O2 2.6764 2.2167 -0.0168
H10 0.0426 -0.8674 -0.6093
H11 0.2840 -0.5697 0.9275
O3 0.7917 -0.6151 0.0496
H12 -0.8118 1.8484 -2.3056
H13 -1.1777 0.3024 -2.9346
O4 -0.6514 0.8824 -2.2992
H14 4.0478 -1.2849 0.4441
H15 2.8005 -1.0450 -0.2013
O5 3.7146 -1.2297 -0.3862

## Properties
net charge = -1
spin multiplicity = 2
highest occupied orbital energy (alpha / beta) = 0.477 / -6.280 eV

Results of the Löwdin charge analysis, in e, for atoms 1 through 4:
1 C -0.2015
2 C -0.1772
3 N -0.1343
4 H 0.0863

(3)
Computed, not measured: 6 unconnected molecules or ions with the total composition C2H15NO5 in a non-equilibrium geometry, with the ωB97M-V functional and the def2-TZVPD basis.

Cartesian coordinates (Å):
C1 -0.2484 1.3799 2.6244
C2 0.1945 0.7867 1.5174
N1 1.4346 0.1437 1.3280
H1 0.3434 1.4323 3.5307
H2 -1.0980 2.0453 2.5458
H3 -0.4131 0.8147 0.6209
H4 1.9266 0.0423 2.2105
H5 1.3064 -0.7844 0.9187
H6 -2.9007 0.0829 -2.1344
H7 -2.4531 -0.1911 -0.6913
O1 -2.2327 0.3086 -1.4901
H8 -1.3976 -1.8838 0.7393
H9 -1.9340 -0.7032 1.5323
O2 -2.1354 -1.2283 0.7623
H10 -0.5662 -0.0719 -2.0878
H11 0.8960 0.3768 -2.2604
O3 0.3074 -0.3944 -2.3919
H12 1.7235 2.5950 -0.9765
H13 1.9145 1.3948 -0.0526
O4 2.0791 1.7183 -0.9521
H14 0.7580 -1.3830 -1.0623
H15 0.5975 -2.8723 -0.9671
O5 0.9508 -2.1411 -0.4412

## Properties
net charge = 0
highest occupied orbital energy = -9.216 eV

Results of the Löwdin charge analysis, in e, for atoms 1 through 4:
1 C -0.0087
2 C -0.3087
3 N 0.0397
4 H 0.0515